1.
Entry from OMol25: a 2-piece molecular cluster, C2H8N2O2S overall (ωB97M-V/def2-TZVPD).

```
15
Properties=species:S:1:pos:R:3:forces:R:3
C -1.342799 0.757831 0.522947 1.742 -0.150 -1.861
C -0.430393 -0.467420 0.571791 0.920 -0.719 -2.955
N 0.050552 -0.972576 1.608753 0.194 -1.191 0.973
N 2.095784 0.832461 -0.025184 2.106 -2.404 0.128
O -2.137962 -1.744785 -0.786515 -0.327 -1.254 -0.594
O -0.388386 -0.562814 -1.892066 0.797 0.230 -0.746
S -0.659391 -1.695833 -0.746675 -1.498 2.029 0.801
H -0.968460 1.361245 1.359641 -1.254 -0.216 0.188
H -1.098643 1.381064 -0.395355 -0.402 -0.999 0.939
H -2.263608 0.199227 0.408818 -1.084 1.163 0.702
H 0.033611 -0.372871 2.357802 0.905 1.016 2.920
H -0.587822 -0.920267 -2.761766 -0.188 -0.154 -0.361
H 2.685435 1.438232 0.550119 -0.098 0.298 -0.394
H 2.451123 0.889180 -0.993507 -0.333 0.591 0.482
H 2.560960 -0.122672 0.221197 -1.481 1.761 -0.223
```
Positions in Å, forces in eV/Å.

Values from the calculation:
- Total charge: 0
- ΔE to the lowest compared entry with this formula, charge and spin: 52.09 kcal/mol
- DFT total energy: -738.94479 a.u.
- HOMO-LUMO gap (spin up / spin down): 5.7 / 6.5 eV
- Multiplicity: 3


2.
Entry from OMol25: a 5-piece molecular cluster, C29H28BCl2NO11P overall (ωB97M-V/def2-TZVPD).

```
73
Properties=species:S:1:pos:R:3:forces:R:3
C 0.089202 -1.454813 2.206893 0.084 0.032 -0.298
C -1.225943 -0.787101 1.859698 -0.101 0.064 0.316
Cl -1.943560 -1.594326 0.404283 -0.061 0.040 -0.123
C -2.266625 -0.779584 2.993871 -0.087 -0.203 -0.191
Cl -3.350724 0.658495 2.767334 0.009 0.022 0.007
C -1.643193 -0.726340 4.374450 0.242 0.484 -0.121
C -2.510947 -0.495047 5.602567 0.050 -0.246 -0.039
O -1.592447 -0.777353 6.627020 -0.145 -0.199 0.101
B -0.764024 -1.907660 6.139338 -0.319 -0.098 -0.113
P 1.167002 -1.649833 6.472064 0.185 0.000 -0.165
N 1.770934 -2.877190 5.377679 0.005 -0.240 0.022
O 1.471853 -0.324849 5.456682 0.200 0.095 -0.011
O -1.051499 -1.962299 4.649941 0.093 -0.051 0.409
H 0.491676 -1.038306 3.128527 0.059 0.007 -0.027
H 0.800732 -1.294975 1.394953 -0.064 0.008 -0.044
H -0.039637 -2.525011 2.338440 0.006 -0.008 0.058
H -1.069969 0.238860 1.534884 0.094 0.021 0.073
H -2.929634 -1.635524 2.891500 0.084 -0.098 0.162
H -0.890848 0.085485 4.386406 -0.032 -0.044 -0.101
H -3.329945 -1.235289 5.589881 -0.123 0.127 0.006
H -2.917668 0.511225 5.700627 0.052 0.045 0.012
H -1.006668 -3.018952 6.643466 0.021 0.178 -0.049
H 1.942457 -3.737496 5.886807 0.105 0.046 -0.044
H 1.089413 -3.079880 4.648070 -0.066 -0.002 0.035
H 2.429956 -0.224339 5.382146 -0.214 0.044 0.056
C 4.004541 -3.128645 -0.424231 -0.064 -0.021 -0.016
C 5.295222 -2.820247 -0.505741 0.046 0.011 -0.009
C 6.128356 -2.652182 0.713046 -0.055 -0.002 0.060
O 7.305543 -2.365905 0.631901 0.023 -0.003 -0.021
C 5.466180 -2.838432 2.028445 0.019 0.009 -0.046
C 4.173260 -3.140765 2.115693 -0.021 -0.049 0.005
C 3.341201 -3.309377 0.893015 0.122 0.127 0.213
O 2.161983 -3.560231 0.981536 -0.101 -0.159 -0.164
H 3.382336 -3.250990 -1.302335 0.005 0.008 -0.005
H 5.793476 -2.675335 -1.456190 0.008 -0.002 0.004
H 6.094952 -2.704727 2.899659 -0.002 0.005 0.001
H 3.655416 -3.270918 3.060312 -0.019 0.057 0.030
C -5.998057 2.762091 1.374695 -0.018 -0.002 -0.031
C -6.637744 2.718009 0.208361 -0.009 -0.005 -0.018
C -7.611224 3.764453 -0.185654 0.005 0.015 0.029
O -8.196430 3.722879 -1.247836 -0.002 -0.007 -0.011
C -7.848536 4.874507 0.772947 -0.001 -0.005 -0.008
C -7.212287 4.924098 1.938698 0.012 -0.018 0.000
C -6.235087 3.872329 2.334727 -0.025 -0.002 -0.046
O -5.662474 3.930802 3.398827 0.013 -0.001 0.019
H -5.286785 2.000031 1.668598 -0.013 0.045 0.046
H -6.482474 1.921047 -0.507911 0.000 0.001 -0.001
H -8.563211 5.625708 0.460831 -0.001 -0.004 -0.007
H -7.364959 5.719759 2.657020 0.009 -0.005 0.009
C 4.515105 -0.067244 -5.016230 0.028 0.000 -0.019
C 4.444087 1.253519 -5.140288 0.035 0.010 0.007
C 4.038027 2.112655 -4.002012 -0.031 -0.025 0.017
O 3.932572 3.315213 -4.128949 -0.014 0.009 -0.013
C 3.733047 1.446148 -2.710131 0.014 0.011 -0.015
C 3.810106 0.124631 -2.583032 -0.012 -0.015 -0.022
C 4.210738 -0.735501 -3.727213 -0.082 0.032 0.048
O 4.282275 -1.939996 -3.609414 0.047 -0.034 -0.013
H 4.774925 -0.720689 -5.838587 0.004 -0.009 0.007
H 4.644061 1.765497 -6.073068 0.017 0.010 0.009
H 3.438958 2.096523 -1.896077 0.006 0.005 -0.001
H 3.586548 -0.388875 -1.656278 0.000 -0.003 -0.003
C -1.457425 0.567770 -7.623047 -0.005 0.014 0.006
C -0.406441 -0.190365 -7.326688 0.010 0.002 0.007
C 0.649410 0.286450 -6.397229 -0.024 0.032 0.007
O 1.614929 -0.400511 -6.140681 -0.006 -0.024 0.010
C 0.481669 1.636793 -5.801421 0.006 -0.013 -0.002
C -0.568590 2.395973 -6.098936 -0.019 -0.002 -0.012
C -1.619735 1.924384 -7.037640 0.035 -0.021 0.014
O -2.570702 2.619199 -7.319647 -0.009 0.014 -0.014
H -2.241262 0.246306 -8.296949 -0.007 0.006 0.004
H -0.262461 -1.181271 -7.738107 0.006 -0.003 0.008
H 1.259834 1.963208 -5.122607 0.000 -0.011 0.000
H -0.712770 3.384329 -5.681709 -0.008 -0.001 0.000
```
Positions in Å, forces in eV/Å.

Values from the calculation:
- Total charge: -1
- DFT total energy: -3290.88268 a.u.
- HOMO-LUMO gap: 3.3 eV


3.
Entry from OMol25: C32H32KN8S as an isolated structure (ωB97M-V/def2-TZVPD).

```
74
Properties=species:S:1:pos:R:3:forces:R:3
K -0.160855 0.182393 0.292134 -0.008 -0.885 0.514
C 2.836966 -0.621698 -3.352398 -0.059 0.206 -0.127
C 2.776565 0.463295 -4.213294 0.097 -0.262 0.074
C 1.900043 1.493661 -3.935476 -0.230 0.245 0.108
C 1.095880 1.424485 -2.794586 0.572 -0.613 -0.171
N 1.166099 0.377300 -1.964966 0.029 0.288 -0.561
C 2.002806 -0.607384 -2.243824 0.174 -0.248 0.118
C 0.134853 2.485934 -2.429707 -0.509 0.708 0.026
C -0.184848 3.535505 -3.298017 0.168 -0.326 0.000
C -1.072890 4.502615 -2.871999 -0.136 0.092 0.113
C -1.638007 4.406376 -1.612299 0.137 -0.110 -0.090
C -1.297775 3.308159 -0.819699 -0.037 0.229 -0.152
N -0.425204 2.394819 -1.226544 0.108 0.050 -0.254
C -1.879815 3.103674 0.532556 -0.256 0.054 0.448
C -3.038105 3.751955 0.952484 0.064 0.020 -0.143
C -3.522220 3.502878 2.227114 0.049 -0.032 0.042
C -2.849110 2.613193 3.044440 -0.117 0.089 -0.093
C -1.704102 2.009400 2.541910 0.079 -0.027 0.187
N -1.229326 2.255467 1.330016 -0.210 0.519 0.023
H 3.510663 -1.448344 -3.529330 -0.009 -0.018 0.029
H 3.409004 0.503674 -5.091364 -0.002 0.031 -0.003
H 1.851884 2.347161 -4.597044 0.011 0.011 0.019
H 2.015344 -1.431002 -1.535241 0.034 0.049 0.023
H 0.241525 3.588550 -4.289351 0.009 0.026 0.006
H -1.326720 5.332243 -3.520112 0.012 0.003 0.000
H -2.308697 5.173431 -1.255025 -0.036 -0.031 0.025
H -3.574906 4.424938 0.297804 0.013 -0.026 -0.032
H -4.422885 3.999272 2.566001 -0.018 -0.042 0.016
H -3.208639 2.373658 4.034601 0.025 -0.058 -0.002
H -1.148441 1.288201 3.130911 -0.039 0.010 0.010
C -3.071110 -3.080001 -0.406688 0.021 0.071 -0.010
C -2.576636 -1.720710 -0.825931 -0.567 -0.068 0.635
N -2.867503 -0.660108 -0.159377 0.945 0.140 -0.391
N -3.754321 -0.700034 0.823183 -1.397 -0.033 0.117
C -3.606309 -0.923951 2.078865 0.332 -0.118 -0.215
N -4.756152 -0.699571 2.853670 -0.164 0.058 0.033
S -2.195156 -1.455350 2.893705 0.381 -0.014 0.048
C -1.865012 -1.518167 -2.098353 0.281 0.202 -0.478
C -1.033540 -2.495488 -2.660580 -0.087 -0.017 0.147
C -0.449724 -2.268811 -3.892628 0.015 -0.003 -0.089
C -0.694286 -1.073708 -4.549605 0.031 -0.016 0.058
C -1.502239 -0.147271 -3.906479 0.036 -0.005 -0.049
N -2.075521 -0.350295 -2.730401 -0.034 -0.085 0.071
H -2.840310 -3.245177 0.646887 0.004 -0.008 -0.011
H -2.641417 -3.884584 -1.000924 -0.025 0.005 -0.026
H -4.160956 -3.109132 -0.513432 0.008 -0.005 0.003
H -5.612469 -0.776369 2.321509 0.050 0.036 -0.043
H -4.760380 -1.252747 3.694620 0.083 -0.041 0.020
H -0.839460 -3.418484 -2.130588 -0.021 0.015 0.028
H 0.194746 -3.016598 -4.339265 0.003 -0.014 0.031
H -0.261719 -0.860654 -5.518146 -0.004 0.024 0.006
H -1.705620 0.817409 -4.366532 0.008 -0.030 -0.013
C 3.664719 -3.591443 2.832271 -0.064 -0.005 -0.060
N 2.333532 -3.301648 2.342964 -0.008 -0.008 0.010
C 2.338849 -3.134861 0.902619 0.016 -0.039 0.091
C 1.688602 -2.185424 3.064856 0.064 -0.025 0.004
C 2.393300 -0.845570 2.979546 0.347 0.179 0.225
C 3.280059 -0.496512 4.003912 -0.071 -0.116 -0.014
C 3.986706 0.697878 3.954232 0.079 0.041 0.118
C 3.805829 1.546970 2.872173 0.003 0.137 -0.140
C 2.911904 1.192025 1.860817 0.186 -0.095 0.337
C 2.173345 0.000673 1.877106 -0.368 -0.230 -0.592
H 4.028721 -4.506032 2.354183 0.024 0.002 0.017
H 3.626624 -3.759736 3.910836 0.030 0.018 0.004
H 4.390434 -2.786404 2.634961 0.000 0.008 0.024
H 2.715117 -4.055881 0.441944 -0.037 0.008 -0.002
H 2.958902 -2.290905 0.566751 -0.020 0.037 -0.006
H 1.315831 -2.960011 0.560263 0.005 0.014 -0.028
H 1.616244 -2.502464 4.111874 -0.017 -0.023 -0.013
H 0.671768 -2.095863 2.677853 0.012 0.027 -0.028
H 3.418823 -1.159125 4.858144 -0.004 0.009 -0.012
H 4.665546 0.966245 4.757864 0.001 -0.005 -0.012
H 4.355377 2.485719 2.823766 -0.012 -0.020 0.016
H 2.785809 1.888332 1.027857 0.025 0.041 0.031
```
Positions in Å, forces in eV/Å.

Values from the calculation:
- Total charge: -1
- ΔE to the lowest compared entry with this formula, charge and spin: 21.85 kcal/mol
- DFT total energy: -2674.78999 a.u.
- HOMO-LUMO gap: 4.9 eV


4.
Entry from OMol25: C3H10N5 as an isolated structure (ωB97M-V/def2-TZVPD).

```
18
Properties=species:S:1:pos:R:3:forces:R:3
C -0.597318 -0.223998 -2.917226 0.043 -1.571 -2.013
C -0.039464 -0.898699 2.639813 -0.262 -3.247 0.515
C 1.179400 -0.218924 0.866874 -1.674 -0.315 -0.006
N -0.522815 0.461675 -1.879717 0.650 -1.264 0.286
N -0.897848 -0.443732 1.584391 -1.964 1.389 -0.051
N -0.476887 1.792636 -1.958533 -2.142 1.552 -2.118
N -0.041085 0.014298 0.578725 -1.395 0.771 -1.574
N 1.287303 -0.922074 1.981466 3.741 0.814 3.767
H -0.706314 0.186819 -3.897281 -0.001 1.055 -0.443
H -0.427990 -1.278839 -3.054439 -0.524 -0.505 1.300
H -0.244328 -0.440000 3.557356 0.773 1.992 1.353
H -0.244140 -1.941144 3.002815 -0.040 0.310 -1.082
H 1.917700 0.050852 0.183640 1.483 0.126 -0.706
H -0.431662 0.025291 -0.729931 0.539 0.980 0.291
H -1.637941 0.315059 1.849821 2.134 -1.799 -0.638
H -0.610414 2.161179 -2.954106 0.640 -0.556 2.099
H 0.269949 2.142251 -1.427477 0.925 0.879 0.648
H 2.223856 -0.782648 2.573808 -2.927 -0.611 -1.629
```
Positions in Å, forces in eV/Å.

Values from the calculation:
- Total charge: +1
- ΔE to the lowest compared entry with this formula, charge and spin: 87.04 kcal/mol
- DFT total energy: -393.71930 a.u.
- HOMO-LUMO gap: 8.9 eV


5.
Entry from OMol25: an isolated ion of composition C4H8N3O and charge +1 (ωB97M-V/def2-TZVPD).

```
16
Properties=species:S:1:pos:R:3:forces:R:3
C 1.822626 0.554425 -0.169645 -2.287 -2.314 0.209
C 0.076425 -2.516405 0.589476 -0.963 -0.111 -1.561
C 0.658526 -0.300813 -0.071082 -0.541 0.671 0.385
C -0.121627 2.062073 -0.233230 -3.421 1.913 3.116
N 1.972153 1.760952 -0.547969 5.440 -0.415 1.017
N 0.903589 -1.646807 0.115600 0.855 1.222 0.212
N -1.416403 2.123904 -0.641665 3.590 -0.091 -0.718
O 0.915545 2.482197 -0.845536 -3.791 0.600 -2.443
H 2.699280 -0.035229 0.051030 0.801 0.646 -0.208
H 0.465351 -3.514951 0.492460 -0.561 -0.443 0.593
H -1.017956 -2.209924 0.607828 1.645 -0.701 0.484
H -0.407769 -0.031173 0.167190 1.600 -0.552 -0.260
H 0.050913 2.008557 0.890437 -0.340 -0.785 -1.431
H 1.889366 -1.923554 -0.094047 -1.130 -0.049 0.342
H -1.453020 2.182538 -1.691506 -1.148 -0.142 1.550
H -2.105851 1.783727 0.051463 0.250 0.551 -1.285
```
Positions in Å, forces in eV/Å.

Values from the calculation:
- Total charge: +1
- ΔE to the lowest compared entry with this formula, charge and spin: 161.79 kcal/mol
- DFT total energy: -396.27842 a.u.
- HOMO-LUMO gap (spin up / spin down): 7.2 / 7.2 eV